# 1
Here is an isolated molecule of C20H28N2O7S in a non-equilibrium geometry from the OMol25 dataset. Energies are from wB97M-V/def2-TZVPD.

The geometry in XYZ format:
```
58
Properties=species:S:1:pos:R:3
C -5.68594 -3.53652 1.19622
H -6.03697 -2.67514 1.77186
O -4.28728 -3.50397 1.02091
C -3.73351 -2.44972 0.38013
C -2.33947 -2.47243 0.26015
C -1.68026 -1.43635 -0.36075
C -2.39651 -0.36423 -0.86678
C -3.77400 -0.35086 -0.79549
C -4.44674 -1.38516 -0.16696
H -5.52240 -1.34809 -0.11220
H -4.33671 0.45404 -1.23739
S -1.47731 0.93724 -1.69040
O -2.04034 1.09115 -2.99790
O -0.07543 0.63182 -1.56665
N -1.63932 2.42670 -0.96129
C -2.93736 3.05684 -0.83781
H -2.91377 4.03381 -1.33365
H -3.69791 2.44231 -1.30966
C -3.13356 3.23120 0.67860
O -3.61460 2.07803 1.30437
H -2.90980 1.40551 1.31886
H -3.85723 4.01854 0.90566
C -1.70616 3.60590 1.11444
C -0.80220 2.78175 0.17444
C -0.33485 1.51352 0.86604
O -1.11212 0.68895 1.29497
O 0.97218 1.44678 0.97895
C 1.50087 0.26377 1.58607
H 1.12837 -0.61340 1.05022
H 1.16309 0.21066 2.62647
C 3.03374 0.34012 1.59433
O 3.61968 0.41514 2.66006
N 3.65654 0.32386 0.40578
C 2.99478 0.11881 -0.86579
C 2.81532 -1.37042 -1.18238
H 2.40865 -1.87447 -0.30258
C 4.10923 -2.06699 -1.59406
C 5.23903 -1.90837 -0.57556
C 5.82134 -0.49342 -0.55434
C 5.10366 0.45572 0.40631
H 5.42485 0.26098 1.43251
H 5.36880 1.49121 0.15897
H 5.81059 -0.08959 -1.56857
H 6.86536 -0.53175 -0.23778
H 6.03388 -2.60940 -0.83904
H 4.88208 -2.17339 0.42126
H 4.44269 -1.67494 -2.55782
H 3.90025 -3.13062 -1.72961
H 2.08272 -1.45585 -1.98641
H 3.60023 0.59091 -1.64095
H 2.01931 0.60436 -0.87635
H 0.07491 3.34181 -0.16603
H -1.53373 4.66987 0.96311
H -1.53512 3.36210 2.16203
H -0.60868 -1.43941 -0.47400
H -1.80387 -3.31501 0.66690
H -5.88971 -4.44986 1.75258
H -6.20932 -3.57403 0.23602
```

Summary:
Kohn-Sham gap (eV): 9.5
Energy above the lowest of the compared OMol25 structures with the same formula, charge and spin (kJ/mol): 20.09
SMILES: COc1ccc(S(=O)(=O)N2C[C@@H](O)C[C@H]2C(=O)OCC(=O)N2CCCCCC2)cc1
LUMO energy (eV): 0.7
HOMO energy (eV): -8.87

# 2
Here is an isolated molecule of C20H28N4O4 from the OMol25 dataset. Energies are from wB97M-V/def2-TZVPD.

The geometry in XYZ format:
```
56
Properties=species:S:1:pos:R:3
C 0.95201 -1.80225 8.03637
C -0.39822 -1.85889 7.35420
O -0.48273 -3.09754 6.58814
N -0.27252 -2.80696 5.25862
C -0.30251 -1.54918 5.08013
C -0.11037 -0.95129 3.72433
O -0.15753 0.26036 3.57699
N 0.11635 -1.82802 2.72791
C 0.29557 -1.38230 1.35785
C -1.03063 -1.08520 0.66469
C -0.87026 -0.62176 -0.77828
C -2.22217 -0.55512 -1.48934
C -2.08352 -0.02829 -2.91423
C -1.33971 1.30472 -2.94265
N -0.06100 1.19082 -2.24658
C 1.10916 0.86709 -2.88443
O 1.98735 0.21805 -2.33465
C 1.31527 1.38673 -4.27178
C 0.95176 2.66787 -4.66085
C 1.25429 3.12361 -5.93537
C 1.90254 2.30671 -6.85436
N 2.16735 2.70627 -8.16055
C 2.28691 1.02422 -6.44241
O 2.96679 0.27758 -7.37076
C 2.00604 0.57694 -5.17017
C -0.20090 0.75033 -0.86397
C -0.61535 -0.75691 6.31555
C -2.03668 -0.19826 6.26992
H 1.02289 -0.90650 8.65568
H 1.09906 -2.67693 8.66844
H 1.75023 -1.77277 7.29248
H -1.20889 -1.90119 8.08231
H 0.10953 -2.80829 2.95798
H 0.92390 -0.49258 1.38041
H 0.84137 -2.15765 0.81858
H -1.64853 -1.98843 0.68710
H -1.56239 -0.32132 1.24075
H -0.22556 -1.33050 -1.31354
H -2.69392 -1.54098 -1.49193
H -2.88371 0.10902 -0.91885
H -1.52639 -0.74933 -3.52136
H -3.06487 0.09369 -3.37842
H -1.17607 1.62617 -3.96623
H -1.93215 2.07585 -2.43902
H 0.45510 3.32534 -3.95889
H 0.98268 4.13090 -6.22888
H 2.99626 2.29070 -8.55789
H 2.14227 3.70414 -8.29860
H 3.23860 -0.55455 -6.97129
H 2.33663 -0.40380 -4.84590
H -0.81935 1.48627 -0.33744
H 0.78754 0.74597 -0.41471
H 0.09970 0.05714 6.44233
H -2.14512 0.49423 5.43662
H -2.76063 -1.00667 6.15101
H -2.26546 0.33274 7.19490
```

Summary:
Kohn-Sham gap (eV): 8.7
Energy above the lowest of the compared OMol25 structures with the same formula, charge and spin (kJ/mol): 171.13
SMILES: C[C@@H]1ON=C(C(=O)NCC[C@H]2CCCN(C(=O)c3ccc(N)c(O)c3)C2)[C@H]1C
LUMO energy (eV): 0.7
HOMO energy (eV): -8.01

# 3
Here is a cluster of 2 separate species, C20H28N6O6S in total in a non-equilibrium geometry from the OMol25 dataset. Energies are from wB97M-V/def2-TZVPD.

The geometry in XYZ format:
```
61
Properties=species:S:1:pos:R:3
O -1.87237 2.22424 1.80890
O 2.86329 -3.07020 1.75675
O -0.21504 -0.91167 -1.10533
O -0.63604 -2.36846 6.73528
O -1.10874 -0.26103 7.05119
N -0.20109 -1.41062 2.70391
O 1.70202 7.55062 -0.43223
S -1.14973 0.52023 4.18382
C -1.26427 1.52976 1.01293
C 2.31909 -3.35487 0.70258
C 0.12370 -1.98001 -1.61087
C -0.66472 -0.19021 2.64424
C -0.20496 -1.85744 4.02443
C -0.69283 -0.97717 4.95874
C 1.31496 5.27736 -1.09590
C -0.44097 6.55195 -0.04522
C 0.45723 4.17664 -1.20348
C -1.30422 5.45430 -0.14893
C 0.86755 6.47262 -0.52714
C -0.86419 4.25734 -0.73649
N -0.70110 0.33846 1.37368
N 0.36394 -2.02402 -2.92598
N -1.20487 1.87424 -0.31470
N 1.06604 -2.97396 0.45532
N -0.81994 -1.21791 6.32909
C 1.70588 8.35301 -1.61968
C 3.08305 -4.15511 -0.33418
C 0.80364 -3.16679 -3.72741
C -1.80468 3.08293 -0.87006
C -1.99294 -4.15944 -1.57224
C -1.00372 -5.07647 0.49681
C -1.13452 -3.80181 -0.35018
C 0.25185 -3.24823 -0.74695
H 0.14864 -2.85047 4.29075
H 2.33787 5.21075 -1.45029
H -0.78006 7.47180 0.41870
H 0.82348 3.25631 -1.64833
H -2.31661 5.53304 0.23828
H -0.35563 -0.25269 0.62414
H 0.24301 -1.14449 -3.40516
H -0.79098 1.18823 -0.94188
H 0.63508 -2.43615 1.20313
H 2.38737 9.19847 -1.48879
H 0.70495 8.74648 -1.82634
H 2.04058 7.77118 -2.48474
H 4.09567 -4.32170 0.03128
H 3.12422 -3.59769 -1.26687
H 2.59245 -5.11490 -0.48007
H 1.80582 -3.47662 -3.42516
H 0.11436 -4.00472 -3.61352
H 0.83079 -2.88355 -4.78116
H -2.75702 3.29644 -0.37054
H -2.03034 2.92361 -1.92938
H -2.96145 -4.53447 -1.23953
H -1.50323 -4.92996 -2.16721
H -2.17047 -3.27733 -2.18621
H -0.44520 -5.83736 -0.04808
H -0.49097 -4.85639 1.43348
H -1.99339 -5.46273 0.74149
H -1.66447 -3.05011 0.23585
H 0.73422 -4.02325 -1.33455
```

Summary:
Kohn-Sham gap (eV): 8.3
SMILES: COc1ccc(CNC(=O)Nc2ncc([N+](=O)[O-])s2)cc1.CNC(=O)[C@@H](NC(C)=O)C(C)C
LUMO energy (eV): -0.5
HOMO energy (eV): -8.80

# 4
Here is a structure of composition C20H28N7O6Y in a non-equilibrium geometry from the OMol25 dataset. Energies are from wB97M-V/def2-TZVPD.

The geometry in XYZ format:
```
62
Properties=species:S:1:pos:R:3
Y 0.08263 -0.08578 -0.31326
N 0.53687 0.23003 2.15629
C 1.99616 0.13367 2.40563
C 2.82112 0.35123 1.13706
O 3.91909 0.89238 1.22929
N 2.21872 -0.11243 0.01474
C 2.95358 0.05777 -1.25723
C 2.05764 0.58164 -2.39028
O 2.55283 1.09756 -3.36189
O 0.75509 0.40561 -2.18911
H 0.23323 1.19567 2.24556
H -0.00011 -0.25569 2.86427
H 2.22317 -0.87107 2.76187
H 2.34987 0.83590 3.15428
H 3.35516 -0.90014 -1.60443
H 3.80314 0.72268 -1.13817
N 1.29339 7.35993 -0.58280
C 0.13735 6.74824 -0.22402
O -0.86065 7.35743 0.10083
C 0.16017 5.23584 -0.17740
C 1.31781 4.47708 -0.21816
C 1.21886 3.09945 -0.18439
N 0.04492 2.46368 -0.11182
C -1.06911 3.20351 -0.05263
C -1.05584 4.58206 -0.07842
H 1.30010 8.36465 -0.60983
H 2.09968 6.86059 -0.90519
H 2.30679 4.91412 -0.26524
H 2.11280 2.48763 -0.21989
H -2.00203 2.66156 0.01569
H -1.97025 5.15572 -0.02690
C -1.01532 -3.18969 0.55743
C -0.94023 -4.73907 0.57062
N 0.19840 -5.20438 -0.22449
C 1.43215 -4.70065 0.38745
C 1.38871 -3.15618 0.51515
N 0.16789 -2.63365 -0.13715
C 0.14995 -3.10674 -1.54884
C 0.08345 -4.65536 -1.58076
H -1.04239 -2.77344 1.56533
H -1.89951 -2.83965 0.02852
H -1.85358 -5.16991 0.15982
H -0.82636 -5.11701 1.58748
H 2.27490 -5.01294 -0.23057
H 1.55247 -5.16686 1.36571
H 2.24665 -2.67607 0.05314
H 1.36528 -2.83600 1.55825
H 1.05154 -2.73074 -2.03443
H -0.70450 -2.65595 -2.04318
H 0.88544 -5.06630 -2.19380
H -0.86204 -4.99262 -2.00683
O -2.63528 0.83884 2.32342
C -2.96128 0.39228 1.24450
C -4.40469 0.19365 0.78251
C -4.27133 -0.38661 -0.62731
C -2.76860 -0.47814 -0.83203
O -2.18118 -0.91781 -1.81938
N -2.08286 -0.01790 0.25539
H -4.92008 1.15276 0.81585
H -4.91442 -0.46547 1.48410
H -4.70014 0.24072 -1.40825
H -4.70519 -1.37963 -0.74212
```

Summary:
Kohn-Sham gap (eV): 8.3
LUMO energy (eV): -0.4
HOMO energy (eV): -8.69